1.
The following is a quantum chemistry calculation of a molecular structure, C15H12IN4O3S3Tl at a distorted geometry, from OMol25.

Results
- DFT total energy (eV) = -73154.345
- net charge = -2
- orbital gap (eV) = 2.96
- E_HOMO (eV) = -0.15
- strongest force on any atom (eV Å⁻¹) = 2.3
- lowest unoccupied orbital energy (eV) = 2.8

Structure (XYZ):
```
39
Properties=species:S:1:pos:R:3:nbo_charge:R:1
Tl 0.03977 0.37636 -1.18183 0.6171
O 2.43851 1.59137 2.99266 -0.6294
C 1.72001 1.29203 2.04420 0.6170
N 1.47476 0.04101 1.56371 -0.7059
C 2.02100 -0.97726 2.27627 0.6172
O 2.77874 -0.92498 3.24377 -0.6413
C 1.60666 -2.39415 1.86185 0.1395
C 2.21739 -3.45480 2.53587 -0.2243
C 1.83516 -4.75038 2.24745 -0.2002
C 0.84723 -4.95878 1.29644 -0.2826
C 0.30957 -3.84990 0.66551 0.0241
N 0.67890 -2.60438 0.93829 -0.3842
C 0.98968 2.47382 1.38918 0.1413
C 1.51795 3.73209 1.67693 -0.2247
C 0.87151 4.86805 1.23016 -0.1778
C -0.29254 4.72454 0.49979 -0.2598
C -0.73294 3.44313 0.22413 0.0694
N -0.12704 2.34250 0.65868 -0.4690
H 2.96525 -3.20990 3.27614 0.2437
H 2.30105 -5.58836 2.75266 0.1951
H 0.50637 -5.95565 1.04728 0.1971
H -0.44808 -3.96174 -0.10193 0.1780
H 2.42300 3.78064 2.26434 0.2366
H 1.26759 5.85262 1.44882 0.1959
H -0.83968 5.57725 0.12185 0.2067
H -1.62180 3.28676 -0.37630 0.1957
S 2.09455 3.48100 -4.94037 -0.3915
C 1.51829 2.65746 -3.57098 -0.5070
S 2.34642 1.26768 -3.00308 -0.3739
S 0.11711 3.22471 -2.77649 -0.4084
N -3.77095 -2.08810 -3.58384 -0.8365
C -2.96954 -1.39864 -2.69215 0.5990
O -1.80332 -1.18901 -2.93645 -0.5248
C -3.61372 -1.00352 -1.42491 -0.4571
I -5.28574 0.59162 -1.92668 -0.0454
H -3.40619 -2.12350 -4.52253 0.4001
H -4.76432 -1.93103 -3.51153 0.3813
H -2.95237 -0.49338 -0.73429 0.2635
H -4.25820 -1.74717 -0.97263 0.2254
```

2.
The following is a quantum chemistry calculation of a molecular structure, C15H12LaN4S4, from OMol25.

Results
- DFT total energy (eV) = -65907.744
- net charge = +1
- orbital gap (eV) = 6.84
- E_HOMO (eV) = -11.14
- strongest force on any atom (eV Å⁻¹) = 0.7
- lowest unoccupied orbital energy (eV) = -4.3

Structure (XYZ):
```
36
Properties=species:S:1:pos:R:3:nbo_charge:R:1
La -0.18779 -0.01412 -0.10942 2.2108
C -5.76617 -1.37114 -0.81501 -0.7598
S -5.38385 -0.00294 0.27936 0.3709
C -3.69018 0.32275 0.01238 -0.0543
S -2.77243 -0.72041 -1.06369 -0.4248
N -3.32335 1.39762 0.64908 -0.3896
N -1.97620 1.69653 0.48429 -0.4082
C -1.67848 2.90905 0.76371 0.1059
C -0.29639 3.39763 0.60693 0.1383
C -0.00942 4.72655 0.84943 -0.2026
C 1.29214 5.17678 0.65648 -0.1151
C 2.24855 4.28364 0.21886 -0.2315
C 1.87983 2.96323 0.00053 0.0851
N 0.63866 2.51358 0.19375 -0.5728
H -6.82892 -1.55185 -0.65393 0.2477
H -5.21319 -2.26817 -0.54972 0.2339
H -5.60323 -1.12143 -1.85949 0.2382
H -2.46337 3.59129 1.07923 0.2248
H -0.79290 5.39506 1.18013 0.2436
H 1.54434 6.21159 0.84704 0.2444
H 3.27200 4.58631 0.05122 0.2489
H 2.60695 2.23796 -0.33740 0.2248
S 2.67926 -0.39322 -0.12224 -0.3618
C 2.09180 -2.03581 -0.09310 -0.0926
N 0.80314 -2.32960 -0.08383 -0.7098
C 0.57929 -3.70818 -0.06598 0.0877
C -0.66571 -4.33104 -0.07018 -0.2197
C -0.70308 -5.71085 -0.06353 -0.1877
C 0.47538 -6.46591 -0.05230 -0.1951
C 1.71333 -5.85398 -0.04821 -0.2218
C 1.75220 -4.46256 -0.05674 -0.1626
S 3.13304 -3.40469 -0.07679 0.4819
H -1.57772 -3.74697 -0.08606 0.2288
H -1.65883 -6.21770 -0.07091 0.2286
H 0.41565 -7.54616 -0.05027 0.2314
H 2.62126 -6.44243 -0.04322 0.2341
```

3.
The following is a quantum chemistry calculation of a molecular structure, C15H12LuN2O5 at a distorted geometry, from OMol25.

Results
- DFT total energy (eV) = -62556.853
- net charge = +3
- orbital gap (eV) = 3.73
- E_HOMO (eV) = -17.34
- strongest force on any atom (eV Å⁻¹) = 8.1
- lowest unoccupied orbital energy (eV) = -13.6

Structure (XYZ):
```
35
Properties=species:S:1:pos:R:3:lowdin_charge:R:1
Lu 0.01772 -0.06459 -3.43267 1.4762
O 0.04183 3.15513 -5.45924 0.1972
C 0.03041 2.13864 -4.90764 0.0668
C 1.71355 -1.47626 -3.02619 0.0095
O 2.70628 -1.97770 -2.71429 0.2715
C -1.70298 -1.43938 -3.02838 0.0052
O -2.70788 -1.93362 -2.74511 0.2668
C 0.01419 -1.51061 -5.19203 -0.0387
O 0.01182 -2.06673 -6.19225 0.2800
C -1.37616 0.44080 3.03924 0.0528
N -1.33776 0.38192 1.58705 -0.0041
N -0.19256 0.26866 0.83535 0.1115
C -0.54929 0.23315 -0.47895 -0.3762
O 0.29420 0.03120 -1.42012 -0.2580
C -1.98024 0.38446 -0.53075 0.0495
C -2.41035 0.45398 0.77884 -0.2347
C -3.80240 0.57127 1.18837 0.0214
C 1.19647 0.11569 1.29206 -0.1387
C 1.52210 -0.59718 2.45311 -0.0044
C 2.86607 -0.76639 2.83090 -0.0235
C 3.89705 -0.24313 2.04922 -0.0287
C 3.57486 0.45540 0.87956 -0.0442
C 2.24099 0.63225 0.50454 -0.0358
H -2.39161 0.66550 3.35606 0.1075
H -0.71616 1.22689 3.42190 0.1296
H -1.12450 -0.52652 3.48461 0.1051
H -2.57215 0.37123 -1.44264 0.1023
H -4.08142 -0.28491 1.79870 0.1175
H -3.95618 1.49540 1.74208 0.1176
H -4.45349 0.58815 0.31033 0.1081
H 0.76639 -1.05710 3.08304 0.1033
H 3.10376 -1.32651 3.73813 0.1317
H 4.93892 -0.38309 2.34551 0.1316
H 4.37857 0.86729 0.26544 0.1232
H 2.03994 1.17673 -0.41379 0.1010
```

4.
The following is a quantum chemistry calculation of a molecular structure, C15H12N2O6PdS at a distorted geometry, from OMol25.

Results
- DFT total energy (eV) = -45327.495
- orbital gap (spin up / spin down) (eV) = 4.20 / 4.20
- E_HOMO (spin up / spin down) (eV) = -8.17 / -8.17
- strongest force on any atom (eV Å⁻¹) = 1.1
- lowest unoccupied orbital energy (spin up / spin down) (eV) = -4.0 / -4.0

Structure (XYZ):
```
37
Properties=species:S:1:pos:R:3:lowdin_charge:R:1
Pd 0.82907 -0.21244 0.24057 1.0818
O -0.02690 -6.26796 3.45641 0.0090
C 0.79463 -5.42433 3.83023 -0.7325
O 1.68286 -5.41230 4.69362 0.0030
C 0.78560 -4.14888 2.98307 -0.0610
C 0.44045 -2.91880 3.54811 0.0268
C 0.45662 -1.77777 2.78400 -0.1226
N 0.83870 -1.80991 1.49563 -0.0686
C 1.15704 -2.98553 0.91966 -0.1760
C 1.12894 -4.16209 1.62653 0.0896
C 1.54946 -2.92978 -0.54182 -0.5826
O 1.81266 -3.93921 -1.14526 0.1101
O 1.58360 -1.72436 -1.05038 -0.1174
H 0.17570 -2.85946 4.59500 0.1329
H 0.20051 -0.81045 3.19426 0.0829
H 1.37287 -5.08254 1.11396 0.1462
N -0.97267 -0.78404 -0.52305 -0.0140
C -1.79584 0.42689 -0.70214 -0.0994
C -0.87394 1.58316 -1.10908 -0.6073
O -1.32962 2.60120 -1.54791 0.1152
O 0.41934 1.36210 -0.94126 -0.1864
H -0.69204 -1.16164 -1.42857 0.1261
H -1.41148 -1.53280 0.00591 0.1295
H -2.29781 0.66973 0.23281 0.1356
H -2.54605 0.28392 -1.47759 0.1355
S 1.45222 1.31184 1.86172 0.7879
C 2.75128 0.46394 1.08776 -0.7311
C 3.43767 -0.64065 1.70089 -0.0724
C 4.37307 -1.33285 0.99172 -0.0272
C 4.65696 -0.97661 -0.34460 0.0091
C 4.05701 0.11068 -0.95224 -0.0411
C 3.13206 0.84897 -0.23997 -0.0949
H 3.18719 -0.91492 2.71622 0.1221
H 4.88041 -2.17490 1.44173 0.1276
H 5.37351 -1.56855 -0.89937 0.1284
H 4.28777 0.37042 -1.97480 0.1267
H 2.64828 1.71691 -0.66676 0.1086
```